A 2-piece molecular cluster, C6H13N2O3S overall. Source: the OMol25 dataset; level of theory: ωB97M-V/def2-TZVPD.

Each line ends with the Mulliken charge.
Geometry (Å):
C1 0.6530 -1.2195 0.2858  -0.1850
C2 1.7566 0.0497 -1.3129  -0.4948
C3 1.9077 -2.1366 0.4909  -0.5787
C4 2.9788 -0.9439 -1.2097  -0.6865
C5 -3.6795 2.2466 0.4632  -0.6907
C6 -1.2686 1.1865 1.2607  -0.6797
N1 0.5785 -0.7525 -1.0511  -0.4990
N2 -1.0934 0.4311 -1.0759  0.1773
O1 -2.0043 -0.2831 -0.7489  -0.4440
O2 3.0703 -1.4846 0.1097  -0.3715
O3 -0.6157 1.3729 0.1484  -0.2796
S1 -2.5031 2.4931 1.7135  -0.1827
H1 -0.2220 -1.7491 0.7432  0.3442
H2 0.6582 -0.3757 1.0547  0.0537
H3 2.0848 0.8623 -0.6387  0.3201
H4 1.6485 0.2619 -2.4289  0.3746
H5 1.8548 -2.4756 1.6430  0.2858
H6 1.6632 -3.0341 -0.1449  0.3300
H7 2.9439 -1.8959 -1.8335  0.3581
H8 3.8359 -0.4169 -1.4036  0.3692
H9 -3.7002 1.2581 0.0844  0.2356
H10 -3.4434 2.7482 -0.4724  0.2571
H11 -4.7591 2.6270 0.7811  0.2481
H12 -1.7949 0.2768 1.3683  0.4474
H13 -0.5502 0.9534 2.1735  0.2912

Atomic forces in eV per Å
0.14 0.28 2.22
0.54 -2.66 -2.07
-2.84 -0.55 1.46
-2.72 -2.10 0.24
-2.85 1.39 -1.06
0.90 -0.16 3.56
-1.09 0.90 0.63
-0.26 -1.89 -0.58
1.02 0.79 -0.17
0.86 0.34 0.80
1.00 0.89 -1.11
1.19 0.24 1.45
0.14 -0.23 -1.31
0.87 -0.39 -0.73
-0.84 0.25 -0.20
0.49 0.71 1.42
0.90 0.77 -2.45
0.68 0.41 0.41
-0.39 1.46 -0.15
2.47 1.13 -0.30
-0.37 -1.45 0.37
0.16 0.74 0.05
2.25 -0.96 -0.51
-1.22 -1.32 -0.82
-1.02 1.41 -1.14

## Properties
**HOMO (alpha / beta)**: -3.02 / -3.02 eV
**Total charge**: -1
**ΔE to the lowest compared entry with this formula, charge and spin**: 564.3 kJ/mol
**Kohn-Sham gap (alpha / beta)**: 0.2302 / 0.2302 Eh
**Maximum force**: 3.68 eV Å⁻¹
**Electronic energy**: -969.6513 Eh
**E_LUMO (alpha / beta)**: 3.24 / 3.24 eV

---

C6H13N2OP in the gas phase. Source: the OMol25 dataset; level of theory: ωB97M-V/def2-TZVPD.

Each line ends with the Mulliken charge.
Geometry (Å):
C1 0.7388 -1.1313 -0.6979  -0.6822
C2 1.1993 -0.5712 -1.9727  -0.4902
C3 1.0112 0.0161 0.2946  1.2710
C4 2.1418 -0.4575 1.2615  -1.6387
C5 -1.4557 2.5361 -0.7381  -0.7992
C6 -1.4524 -0.4625 1.7159  -1.1653
N1 1.6344 0.8781 -1.7039  -0.4004
N2 1.5226 1.1248 -0.5178  -0.3112
O1 -1.4250 1.1865 -0.2597  -0.2610
P1 -0.4682 0.8975 1.0538  0.0686
H1 -0.3123 -1.5128 -0.6995  0.2232
H2 1.3807 -2.0512 -0.3981  0.3162
H3 2.0016 -1.1799 -2.3041  0.3247
H4 0.4648 -0.4575 -2.8780  0.2759
H5 2.1542 0.4024 2.0303  0.4135
H6 3.1334 -0.4240 0.7756  0.3904
H7 1.9936 -1.3097 1.8676  0.4051
H8 -2.3793 2.6617 -1.2150  0.2660
H9 -0.7430 2.6747 -1.4449  0.3286
H10 -1.4665 3.1668 0.2343  0.3437
H11 -1.8360 -1.0409 0.9346  0.3592
H12 -2.2990 -0.0062 2.2375  0.3620
H13 -0.8652 -0.9929 2.3634  0.4001

Atomic forces in eV per Å
-0.74 -2.12 1.57
-1.31 1.62 -2.90
0.07 -1.72 0.15
-0.22 4.44 1.07
-1.69 -0.27 4.38
-1.04 2.28 -0.53
-0.03 -1.47 -0.57
0.52 0.55 0.43
0.41 -0.55 -0.20
0.14 0.41 0.45
0.71 0.58 -0.03
-1.07 1.52 -0.52
1.13 0.06 -0.84
1.05 -0.47 1.83
0.52 -1.13 -0.81
-0.57 -0.32 0.05
-0.49 -1.25 0.03
-1.57 0.18 -0.60
2.67 0.90 -1.62
0.52 -0.27 -2.06
-0.52 -1.18 -1.19
0.15 -0.14 0.09
1.35 -1.63 1.82

## Properties
**HOMO**: -8.60 eV
**Total charge**: 0
**SMILES string**: COP(C)[C@@]1(C)CCN=N1
**ΔE to the lowest compared entry with this formula, charge and spin**: 215.9 kJ/mol
**Kohn-Sham gap**: 0.3473 Eh
**Maximum force**: 4.70 eV Å⁻¹
**Electronic energy**: -762.4416 Eh
**E_LUMO**: 0.85 eV

---

C6H13N3 as an isolated structure. Source: the OMol25 dataset; level of theory: ωB97M-V/def2-TZVPD.

Each line ends with the Mulliken charge.
Geometry (Å):
C1 -0.3416 -0.2038 -1.5119  -0.9245
C2 -0.3158 0.9268 -0.6495  0.6948
C3 -0.6604 2.3513 -1.4371  -0.5276
C4 1.4866 -0.8277 2.1634  -0.6046
C5 1.2984 -2.3906 2.0227  -0.4532
C6 -0.0615 -1.8166 1.0704  -0.9690
H1 0.8522 -0.5038 -1.2859  0.2973
H2 -0.2045 0.2317 -2.6133  0.2370
H3 -0.8706 -1.2965 -1.2558  0.1489
H4 -0.1240 3.2241 -0.9190  0.3166
H5 -0.2672 2.2849 -2.7018  0.2710
H6 -2.9795 1.6520 -1.7620  0.2624
H7 -1.9699 3.7538 -2.1474  0.2863
H8 2.5211 -0.5759 1.9235  0.3368
H9 1.0789 -0.5028 3.2067  0.2655
H10 2.1037 -2.8201 1.1825  0.2674
H11 0.7994 -2.8967 2.8494  0.3453
H12 -0.1238 -2.3391 0.2270  0.4507
H13 -0.9678 -1.4139 1.4838  0.4132
N1 -2.1172 2.5939 -1.2567  -0.5833
N2 0.1960 0.9262 0.5264  -0.7747
N3 0.6674 -0.3574 0.8848  0.2439

Atomic forces in eV per Å
3.51 -3.53 -2.32
-0.72 3.59 -0.44
1.00 -2.12 -0.23
-0.30 1.04 0.18
-2.43 3.14 -4.56
3.11 3.83 2.67
-2.54 -0.01 -0.59
-1.30 -1.78 2.04
0.94 3.42 -1.11
-0.77 -1.30 -0.83
-0.94 -0.02 3.90
3.83 3.68 1.21
-1.77 -4.05 2.84
-0.07 0.52 0.91
0.83 -0.07 -1.96
-2.41 0.57 2.87
1.16 -0.43 -0.07
-0.74 -2.00 -3.49
-0.71 -1.21 0.89
-1.24 1.74 -4.53
0.30 -1.51 0.86
1.25 -3.49 1.77

## Properties
**HOMO**: -8.06 eV
**Total charge**: 0
**ΔE to the lowest compared entry with this formula, charge and spin**: 1082.7 kJ/mol
**Kohn-Sham gap**: 0.3097 Eh
**Maximum force**: 6.05 eV Å⁻¹
**Electronic energy**: -400.2806 Eh
**E_LUMO**: 0.37 eV

---

A 2-piece molecular cluster, C6H13N3 overall. Source: the OMol25 dataset; level of theory: ωB97M-V/def2-TZVPD.

Each line ends with the Mulliken charge.
Geometry (Å):
C1 -0.7470 0.4411 -0.1723  0.7427
C2 -1.6229 -0.6213 -0.8133  -0.3906
C3 -2.6077 -0.7934 0.3007  -0.9700
C4 1.9355 -1.0497 -0.7025  -0.7688
N1 1.3094 0.2303 -0.8922  0.0128
C5 -0.5230 0.0774 1.1223  -0.0591
N2 2.2070 1.2290 -0.5515  -0.6540
N3 -1.0057 1.7546 -0.5339  -0.4827
C6 0.1220 -0.2625 2.1999  -0.8361
H1 1.7930 2.1451 -0.6808  0.2243
H2 2.5954 1.1516 0.3949  0.2351
H3 -0.8815 1.9170 -1.5245  0.2380
H4 -0.5348 2.4495 0.0298  0.2859
H5 -1.0589 -1.5341 -1.0036  0.1416
H6 -2.0426 -0.2664 -1.7601  0.3856
H7 -2.7042 -1.7443 0.8042  0.3507
H8 -3.3839 -0.0521 0.4309  0.2936
H9 2.3373 -1.1966 0.3206  0.2648
H10 1.2157 -1.8448 -0.9019  0.2320
H11 2.7831 -1.1897 -1.3911  0.3187
H12 1.1958 -0.4465 2.1727  0.1643
H13 -0.3820 -0.3942 3.1517  0.2713

Atomic forces in eV per Å
-0.28 -0.47 1.45
0.25 0.14 -0.13
-0.66 -0.53 -0.32
0.10 -0.28 0.35
0.88 0.38 -0.84
0.19 0.81 -0.50
-0.43 -0.26 0.26
0.18 0.23 -0.18
0.03 -0.07 -0.02
-0.02 -0.13 -0.01
-0.06 -0.09 -0.19
0.01 0.00 0.04
-0.02 -0.06 -0.04
-0.01 0.05 -0.01
-0.01 -0.03 0.09
-0.02 0.03 -0.02
0.09 0.01 0.05
-0.10 0.05 -0.15
-0.02 0.09 0.08
-0.17 0.19 0.05
0.03 -0.06 0.05
0.05 0.02 0.00

## Properties
**HOMO (alpha / beta)**: -7.09 / -6.27 eV
**Total charge**: 0
**ΔE to the lowest compared entry with this formula, charge and spin**: 673.3 kJ/mol
**Kohn-Sham gap (alpha / beta)**: 0.2961 / 0.2509 Eh
**Maximum force**: 1.56 eV Å⁻¹
**Electronic energy**: -400.4365 Eh
**E_LUMO (alpha / beta)**: 0.97 / 0.56 eV

---

A 2-piece molecular cluster, C6H13N3 overall. Source: the OMol25 dataset; level of theory: ωB97M-V/def2-TZVPD.

Each line ends with the Mulliken charge.
Geometry (Å):
C1 -0.8413 2.1896 0.7477  -1.3129
C2 -1.2336 -1.2081 -1.3540  -1.4712
C3 -1.4213 0.8762 0.3229  0.5989
C4 -0.5166 0.0227 -0.8716  0.6432
N1 -2.5705 0.4317 0.6497  -0.6243
N2 0.2293 0.7686 -1.6198  -0.6837
H1 -3.0720 1.0818 1.2664  0.2773
H2 0.3474 0.3513 -2.5443  0.2431
H3 -0.6413 2.1646 1.8229  0.3240
H4 0.1097 2.3792 0.2455  0.3299
H5 -0.5226 -1.8503 -1.8792  0.4834
H6 -1.6436 -1.7695 -0.5147  0.3189
H7 -1.5277 3.0091 0.5194  0.4132
H8 -2.0345 -0.9214 -2.0385  0.4049
C5 2.4870 -0.3394 0.6359  -1.0957
C6 1.2181 -1.1246 0.6953  0.4607
N3 1.0958 -2.3899 0.7191  -0.6565
H9 2.0033 -2.8665 0.6527  0.2408
H10 0.1603 -0.4141 0.6634  0.1617
H11 3.3559 -0.9902 0.5130  0.4095
H12 2.4235 0.3680 -0.1941  0.2853
H13 2.5946 0.2313 1.5624  0.2494

Atomic forces in eV per Å
0.58 0.02 0.07
0.61 -0.48 0.44
0.42 -0.99 -1.38
-3.00 3.12 -1.12
1.18 -0.06 -0.52
-0.92 -0.55 1.34
0.28 -0.11 -0.16
0.40 -0.34 0.27
-0.16 0.08 -0.03
-0.17 0.01 -0.06
-0.10 0.02 -0.02
-0.09 0.03 -0.14
0.05 -0.12 0.08
0.02 0.07 0.18
-0.15 0.19 -0.01
-1.97 0.36 0.24
-0.25 0.81 -0.20
-0.13 0.27 0.15
3.32 -2.43 0.89
-0.09 0.05 -0.01
0.12 0.03 0.06
0.05 0.03 -0.08

## Properties
**HOMO**: -9.27 eV
**Total charge**: 0
**SMILES string**: [H]/N=C(C)/C(C)=N/[H].[H]/N=C\C
**ΔE to the lowest compared entry with this formula, charge and spin**: 291.3 kJ/mol
**Kohn-Sham gap**: 0.3611 Eh
**Maximum force**: 4.48 eV Å⁻¹
**Electronic energy**: -400.5820 Eh
**E_LUMO**: 0.56 eV